Entry 1:
This record from the OMol25 dataset describes C50H39Cl2N10O5Sc as an isolated structure. The level of theory is ωB97M-V/def2-TZVPD.

The total energy is -123376.1422 eV. The HOMO energy is -7.83 eV. The HOMO-LUMO gap comes out at 7.3 eV. The calculation puts the lowest unoccupied orbital energy at -0.5 eV.

ORCA input file:
```
! RIJCOSX wB97M-V def2-TZVPD def2/J DEFGRID3
* xyz 0 1
Sc 0.19631 -0.03280 0.00746
C 1.35011 4.20232 1.78415
C 1.21613 4.80974 0.53666
C 0.25002 4.34571 -0.32153
C -0.52362 3.23128 0.04858
N -0.29687 2.55466 1.18889
C 0.57217 3.09920 2.05341
N -1.60157 2.93957 -0.74860
C -2.18700 1.81317 -0.87802
N -1.86328 0.55085 -0.38170
C -2.83890 -0.31491 -0.80269
N -3.03347 -1.56340 -0.53976
C -2.32114 -2.30617 0.35675
C -2.74577 -3.64514 0.48657
C -2.16828 -4.46782 1.41958
C -1.15752 -3.94755 2.22551
C -0.77036 -2.64476 2.01681
N -1.30831 -1.81773 1.10559
C -3.80957 0.39266 -1.66105
C -4.92685 -0.04510 -2.34388
C -5.64547 0.89970 -3.06680
C -5.25192 2.23561 -3.09262
C -4.12574 2.66710 -2.40102
C -3.41562 1.72039 -1.69058
H 2.03741 4.58195 2.52778
H 1.84393 5.64794 0.26404
H 0.05743 4.80219 -1.28206
H 0.63031 2.62295 3.02499
H -3.54092 -3.97887 -0.16382
H -2.49160 -5.49472 1.53330
H -0.66946 -4.53973 2.98705
H 0.03904 -2.24220 2.60632
H -5.21745 -1.08700 -2.31009
H -6.52295 0.59435 -3.62264
H -5.83470 2.94755 -3.66334
H -3.80180 3.69937 -2.41826
O 2.47573 0.42362 -0.28526
C 2.95181 1.11777 -1.43586
C 1.65394 1.72613 -2.06149
O 1.71255 2.45734 -3.03092
O 0.58864 1.26296 -1.51792
C 3.49660 0.15509 -2.47998
C 4.13898 0.66156 -3.60797
C 4.59478 -0.19233 -4.59798
C 4.42564 -1.56582 -4.47340
C 3.78077 -2.07531 -3.35761
C 3.30997 -1.21879 -2.37047
C 3.99848 2.13595 -0.99675
C 5.00718 1.69526 -0.14005
C 5.97060 2.57422 0.32629
C 5.94708 3.90610 -0.06345
C 4.96218 4.34340 -0.93374
C 3.99016 3.46602 -1.39739
H 3.12302 -0.24620 0.03227
H 4.26423 1.73109 -3.71212
H 5.08499 0.21654 -5.47246
H 4.79743 -2.23289 -5.24110
H 3.64415 -3.14398 -3.24690
H 2.77707 -1.63957 -1.52873
H 5.05518 0.65232 0.15804
H 6.74756 2.21549 0.99020
H 6.69676 4.59238 0.30964
H 4.94995 5.37664 -1.25926
H 3.22561 3.80518 -2.08170
Cl 3.70163 -4.66479 0.61955
C 2.43879 -3.68693 1.37701
Cl 2.66248 -3.59548 3.13765
C 2.46184 -2.24891 0.81414
O 3.53794 -1.64759 0.78795
O 1.33118 -1.83443 0.42140
H 1.48253 -4.16195 1.19449
C 0.39669 -1.82623 -5.57005
N 0.13014 -1.94908 -4.15232
C -0.13052 -3.11195 -3.46749
C -0.23793 -2.76078 -2.15703
N -0.04226 -1.40715 -2.02962
C 0.17116 -0.95545 -3.24928
H -0.09990 -2.63317 -6.10304
H 1.46841 -1.87711 -5.76599
H 0.01851 -0.87440 -5.93623
H -0.22053 -4.06127 -3.96610
H -0.43114 -3.39027 -1.30469
H 0.35702 0.07287 -3.51805
N 3.75405 -0.12980 6.74860
C 3.79051 -0.31981 8.10810
C 4.83419 -0.41049 9.02224
C 4.48503 -0.59324 10.34491
C 3.14334 -0.68453 10.74614
C 2.10991 -0.59489 9.83775
C 2.43814 -0.40847 8.49456
N 1.62698 -0.28145 7.39070
C 2.43236 -0.11856 6.37614
C 1.98801 0.06091 4.99785
C 0.64128 -0.09693 4.67486
C 0.24971 0.03085 3.35974
N 1.09710 0.28389 2.35295
C 2.37052 0.51033 2.67653
C 2.85419 0.41355 3.96746
H 4.54589 -0.07217 6.13478
H 5.86928 -0.34057 8.71296
H 5.26400 -0.66744 11.09240
H 2.92183 -0.83007 11.79535
H 1.07307 -0.66344 10.13870
H -0.06759 -0.32335 5.45869
H -0.79567 -0.05620 3.08827
H 3.03064 0.80457 1.87647
H 3.89805 0.62914 4.15128
*
```

Results of the Löwdin charge analysis, in e, for atoms 1 through 8:
1 Sc 1.140
2 C -0.062
3 C -0.065
4 C -0.006
5 C -0.346
6 N 0.113
7 C -0.150
8 N 0.183



Entry 2:
This record from the OMol25 dataset describes a 2-piece molecular cluster, C50H39FN2O4S2 overall in a non-equilibrium geometry. The level of theory is ωB97M-V/def2-TZVPD.

The total energy is -88035.5807 eV. The HOMO energy is -6.69 eV. The HOMO-LUMO gap comes out at 4.6 eV. The calculation puts the lowest unoccupied orbital energy at -2.1 eV.

ORCA input file:
```
! RIJCOSX wB97M-V def2-TZVPD def2/J DEFGRID3
* xyz 0 1
C 2.09089 -6.15362 -3.21520
C 0.70799 -6.36425 -3.24069
C -0.06385 -6.08359 -2.11285
C 0.57431 -5.68002 -0.93144
N -0.18503 -5.54599 0.25755
C 0.24917 -6.21217 1.43934
C 0.61902 -5.46896 2.57325
C 1.14442 -6.12886 3.68739
C 1.21921 -7.52485 3.70156
C 0.78770 -8.26710 2.59840
C 0.34637 -7.61240 1.44625
C -1.33393 -4.74250 0.29653
C -2.47224 -5.16494 1.01658
C -3.56651 -4.32431 1.10417
C -3.49441 -2.98261 0.65379
C -4.53099 -2.03112 0.93098
C -4.26051 -0.85755 1.69061
C -5.31515 0.05682 1.98704
C -5.04068 1.38238 2.25172
C -3.71354 1.77314 2.53838
N -3.40911 3.11727 2.83621
C -2.56889 3.44652 3.92173
C -1.71602 4.56459 3.86747
C -0.93085 4.90023 4.97361
C -0.99765 4.13256 6.14219
C -1.83742 3.01328 6.19416
C -2.60291 2.65805 5.08361
C -3.91267 4.11064 1.97682
C -4.34352 5.33358 2.50643
C -4.82727 6.31996 1.65066
C -4.79100 6.12120 0.26800
C -4.31122 4.91820 -0.25537
C -3.96237 3.87130 0.59450
C -2.68745 0.81142 2.54005
C -2.95909 -0.48954 2.14470
C -2.33348 -2.57553 -0.04033
C -1.29741 -3.46152 -0.28728
C 1.95721 -5.46307 -0.89960
C 2.70811 -5.67528 -2.05410
H 2.68791 -6.37141 -4.10343
H 0.21986 -6.75059 -4.13682
H -1.14666 -6.23054 -2.10465
H 0.52110 -4.37891 2.54635
H 1.48656 -5.54243 4.54030
H 1.61805 -8.03894 4.57370
H 0.79917 -9.35720 2.61966
H 0.04823 -8.16596 0.54933
H -2.49274 -6.15413 1.48965
H -4.47665 -4.65296 1.60456
H -5.55445 -2.39861 0.93407
H -6.33465 -0.31590 1.98420
H -5.85357 2.11757 2.24140
H -1.66363 5.16504 2.95758
H -0.26615 5.76510 4.92808
H -0.39263 4.40333 7.00959
H -1.89891 2.40976 7.10031
H -3.24734 1.77847 5.10875
H -4.30579 5.48110 3.58689
H -5.21571 7.24554 2.07058
H -5.13121 6.90611 -0.40641
H -4.22069 4.78287 -1.32972
H -3.69604 2.88695 0.20143
H -1.67239 1.11706 2.81638
H -2.16114 -1.23863 2.13867
H -2.28044 -1.54747 -0.39486
H -0.42173 -3.15133 -0.86550
H 2.42387 -5.12473 0.02772
H 3.77546 -5.47354 -2.04201
F -5.40308 -1.24115 -3.52553
C -5.26890 -1.67546 -2.22816
S -6.03264 -3.30669 -2.19665
C -5.02674 -4.01273 -3.52041
C -3.70254 -4.35745 -3.24194
C -2.85688 -4.76368 -4.27659
C -3.34965 -4.86077 -5.58249
C -4.67592 -4.51724 -5.85223
C -5.51675 -4.08081 -4.82464
O -5.75636 -4.06333 -0.99295
O -7.38152 -3.21408 -2.72260
S -5.43620 -0.25199 -1.21654
C -6.00104 1.25342 -1.98566
C -5.29271 1.78443 -3.06800
C -5.57401 3.08458 -3.48305
C -6.47997 3.87410 -2.76283
C -7.12875 3.35335 -1.63998
C -6.89421 2.03790 -1.24481
O -6.51719 -0.56973 -0.27974
O -4.10660 0.16966 -0.79379
H -3.34638 -4.28240 -2.21587
H -1.81571 -5.00350 -4.05746
H -2.69962 -5.20692 -6.38912
H -5.06158 -4.58268 -6.86970
H -6.54183 -3.78707 -5.03738
H -4.51024 1.19358 -3.54108
H -5.05920 3.48088 -4.35776
H -6.68383 4.90134 -3.07523
H -7.81365 3.95646 -1.04355
H -7.34551 1.62056 -0.34360
*
```

Results of the Löwdin charge analysis, in e, for atoms 1 through 8:
1 C -0.090
2 C -0.082
3 C -0.020
4 C -0.233
5 N -0.019
6 C -0.238
7 C -0.013
8 C -0.079